Formula: C40H32N4O6PtS5
Source: the Open Molecules 2025 dataset
Level of theory: ωB97M-V/def2-TZVPD

Values from the calculation:
Charge: 0
Gap between HOMO and LUMO (eV): 6.1
ΔE to the lowest compared entry with this formula, charge and spin (kJ/mol): 28.6
Lowest unoccupied orbital energy (eV): -1.107
Strongest force on any atom (eV/Å): 0.528
M (g mol⁻¹): 1020.13

Last column: Löwdin charge in e.
Cartesian coordinates (Å):
Pt  1.5202  -1.0061  1.7184  0.90
S  0.2988  4.6211  2.1259  1.08
S  -4.9329  2.9069  0.4118  0.62
S  3.6915  -5.8740  -0.4943  1.09
S  1.2544  -3.0692  2.6507  0.63
S  -0.0802  -2.2241  -0.4671  1.02
O  -1.7088  -1.9554  -0.0621  -0.32
O  -1.6279  -1.5181  2.7815  0.03
O  -6.2860  2.5633  0.7338  -0.29
O  -4.2829  4.0275  1.0246  -0.29
O  -1.4977  0.2790  0.1987  0.07
O  1.7127  1.3737  3.8758  0.03
N  0.2523  -0.2198  3.0777  -0.07
N  2.9333  -1.6513  0.3531  -0.06
N  -4.0167  1.5970  0.7449  -0.12
N  2.0783  0.8092  0.8881  -0.01
C  5.7443  -6.5039  -1.8678  -0.18
C  0.6332  0.8156  3.9011  -0.53
C  5.7514  -5.0902  -1.7784  -0.12
C  -4.4432  0.3116  0.1789  -0.21
C  -1.0253  -0.6486  3.3688  -0.51
C  0.5776  -4.1461  1.4610  -0.67
C  4.6836  -7.0566  -1.2169  -0.40
C  1.5599  1.9986  1.1062  -0.06
C  1.5218  4.4879  0.9218  -0.47
C  4.3818  -3.1909  -0.7719  -0.16
C  5.4236  0.3375  -1.5240  -0.01
C  0.9501  6.7389  0.8710  -0.18
C  -5.9149  2.5739  -2.1041  -0.06
C  -4.8758  3.0976  -1.3538  -0.28
C  0.0684  -3.8469  0.1946  -0.52
C  4.9883  1.5876  -1.2500  -0.01
C  -4.7759  3.3923  -5.6332  -0.05
C  4.6979  -4.5943  -1.0597  -0.47
C  4.7432  -0.8179  -1.0055  -0.12
C  0.1757  -6.5085  1.0001  -0.09
C  3.6377  -0.6194  -0.1803  -0.14
C  3.2907  -2.8828  0.0662  -0.08
C  2.1443  3.1908  0.6144  -0.16
C  5.1101  -2.1416  -1.2925  0.07
C  -4.8076  3.2678  -4.1348  -0.27
C  3.8280  1.8087  -0.4304  -0.12
C  -3.7983  3.7062  -1.9775  -0.05
C  3.2902  3.0759  -0.1438  0.07
C  0.1066  6.2910  1.8416  -0.40
C  0.6126  -5.5024  1.8352  -0.14
C  -0.3593  -4.8807  -0.6532  -0.11
C  -5.8762  2.6611  -3.4891  -0.03
C  -1.5718  0.1313  4.5536  -0.07
C  -2.1457  -0.7355  0.2741  -0.58
C  1.7628  5.7046  0.3426  -0.12
C  -0.5162  1.1936  4.8201  -0.08
C  -3.7713  3.7860  -3.3570  -0.04
C  -0.3133  -6.2063  -0.2735  -0.10
C  -3.5876  -0.8204  0.7068  -0.08
C  3.1841  0.6998  0.1116  -0.14
H  -2.9289  4.2633  -3.8438  0.11
H  -3.7639  3.2656  -6.0179  0.08
H  -5.4182  2.6501  -6.1054  0.08
H  -0.6228  6.8509  2.4038  0.07
H  -0.6500  -6.9864  -0.9432  0.10
H  -3.0196  1.7681  0.6497  0.10
H  4.4329  -8.1005  -1.1231  0.07
H  0.2236  -7.5373  1.3372  0.11
H  -0.7406  -4.6023  -1.6269  0.10
H  6.2934  0.1843  -2.1502  0.12
H  5.5048  2.4485  -1.6552  0.12
H  -0.1603  1.2493  5.8470  0.12
H  0.9867  7.7661  0.5408  0.10
H  5.9611  -2.3237  -1.9365  0.12
H  2.4809  5.8570  -0.4502  0.11
H  2.6996  -3.6595  0.5339  0.05
H  -2.9837  4.1260  -1.3962  0.12
H  -4.0009  -1.7718  0.3801  0.13
H  -1.7048  -0.5663  5.3807  0.13
H  -4.4142  0.3283  -0.9186  0.13
H  -0.8478  2.1937  4.5347  0.12
H  3.7881  3.9594  -0.5240  0.13
H  6.5146  -4.4714  -2.2279  0.11
H  -5.1245  4.3795  -5.9440  0.09
H  -3.5764  -0.8164  1.7973  0.12
H  1.0080  -5.7453  2.8139  0.10
H  6.4926  -7.0814  -2.3897  0.10
H  -6.6923  2.2524  -4.0729  0.11
H  -2.5533  0.5285  4.2969  0.12
H  -6.7541  2.1154  -1.5992  0.11
H  -5.4733  0.1376  0.4862  0.12
H  0.6496  2.0131  1.6892  0.09



Formula: C40H33BCl7F5N3O2PSi2W
Source: the Open Molecules 2025 dataset
Level of theory: ωB97M-V/def2-TZVPD

Values from the calculation:
Charge: -2
Gap between HOMO and LUMO (eV): 6.9
ΔE to the lowest compared entry with this formula, charge and spin (kJ/mol): 22.7
Lowest unoccupied orbital energy (eV): 4.155
Strongest force on any atom (eV/Å): 2.008
M (g mol⁻¹): 1212.68

Last column: Löwdin charge in e.
Cartesian coordinates (Å):
W  1.1457  -0.3103  -0.1546  1.48
Cl  2.4645  0.7555  -3.4974  0.15
Cl  -2.4848  -1.5693  1.9541  0.84
Cl  0.3105  -1.5241  -4.2470  0.32
Cl  3.1104  -2.3799  -2.9597  0.15
Cl  2.4450  -2.4517  2.4265  0.77
Cl  5.4561  -0.3096  -1.5755  0.69
Cl  1.7204  -4.0134  -0.4457  0.73
P  -1.7890  0.6669  -1.3720  1.15
Si  3.0922  1.8891  1.7045  0.43
Si  1.5549  -0.9851  -2.6885  -0.58
F  -1.0372  -4.3522  -2.5366  0.10
F  -1.1321  1.1191  1.4463  -0.02
F  -2.8559  -3.9344  -1.1896  0.10
F  -2.9114  -3.2946  -3.3981  0.08
F  -1.5459  -2.1916  -1.9108  0.02
O  1.1591  3.4903  0.2458  0.04
O  0.8112  1.6229  -0.9572  -0.35
N  0.1210  -1.6068  0.4794  -0.20
N  1.5991  0.9528  1.5840  -0.19
N  2.8529  -0.8310  -0.0699  -0.23
C  3.9524  -1.5034  0.3709  -0.44
C  -4.1219  -0.9523  -1.0285  -0.10
C  -1.0776  1.4966  -3.9225  -0.15
C  5.2137  -1.3879  -0.2468  -0.60
C  -2.0724  -4.2033  1.9286  -0.12
C  -5.8491  -0.4925  0.5895  -0.12
C  -0.5659  0.9223  2.6715  -0.26
C  0.2762  -4.0354  0.4910  -0.61
C  2.8428  3.4581  2.7189  -0.17
C  -1.9811  0.7703  -6.0274  -0.12
C  -1.9408  2.5208  -1.2786  -0.30
C  -3.1256  3.1400  -1.6926  -0.09
C  0.5189  0.7427  5.1653  -0.11
C  -5.1509  0.6415  0.9898  -0.11
C  -2.8605  -0.0565  -5.3460  -0.09
C  0.8325  0.8899  2.7364  -0.33
C  -2.8502  -0.1089  -3.9575  -0.09
C  6.2138  -2.9312  1.2952  -0.10
C  -0.8614  0.7355  5.0339  -0.12
C  -0.2281  -5.2731  0.8516  -0.11
C  -5.3205  -1.2906  -0.4107  -0.08
C  1.3422  0.8256  4.0497  -0.06
C  3.8987  -2.3296  1.4946  -0.62
C  3.8866  2.3666  0.0903  -0.19
C  -2.1571  5.3158  -1.3882  -0.09
C  -3.4444  0.2153  -0.6845  -0.36
C  4.4144  0.8855  2.6510  -0.17
C  -1.0824  1.5445  -5.3062  -0.11
C  4.9984  -3.0356  1.9500  -0.12
C  -1.3991  -5.3605  1.5837  -0.09
C  -1.9663  0.6759  -3.2245  -0.35
C  -0.3646  -2.8440  0.8354  -0.43
C  0.4773  2.7912  -0.4768  -0.57
C  -0.9852  4.7219  -0.9666  -0.03
C  -3.2374  4.5139  -1.7512  -0.09
C  -1.5620  -2.9749  1.5469  -0.55
C  -3.9655  0.9865  0.3611  -0.15
C  -0.8655  3.3294  -0.9214  -0.13
C  -1.4056  0.8386  3.7567  -0.07
C  6.3205  -2.0937  0.1968  -0.13
B  -2.0756  -3.4610  -2.2699  -1.30
H  3.6731  3.6099  3.4149  0.02
H  2.4124  0.8189  4.1887  0.08
H  -0.1284  5.3108  -0.6676  0.11
H  -3.9657  2.5243  -1.9912  0.11
H  -5.8207  -2.2046  -0.7063  0.10
H  7.0740  -3.4862  1.6469  0.09
H  3.6454  1.6860  -0.7274  -0.03
H  4.8856  -3.6598  2.8256  0.10
H  -1.9841  0.7992  -7.1108  0.09
H  -5.5221  1.2544  1.8033  0.09
H  -4.1627  4.9647  -2.0912  0.09
H  7.2592  -1.9681  -0.3245  0.09
H  -3.5235  -0.7911  -3.4689  0.08
H  -1.5070  0.6623  5.9000  0.09
H  -0.3550  2.0958  -3.3809  0.09
H  -1.7927  -6.3278  1.8690  0.10
H  2.7729  4.3182  2.0516  0.02
H  4.9757  2.3628  0.2030  0.02
H  4.0669  -0.1047  2.9514  0.00
H  5.3049  0.7366  2.0308  0.02
H  -3.7014  -1.6459  -1.7367  0.07
H  -0.3594  2.1684  -5.8181  0.10
H  4.7203  1.4183  3.5566  0.02
H  1.9186  3.4227  3.2980  0.03
H  -3.5459  -0.6939  -5.8916  0.10
H  -6.7849  -0.7571  1.0681  0.09
H  0.3069  -6.1595  0.5416  0.10
H  -3.0045  -4.2335  2.4748  0.10
H  -2.4760  0.8505  3.5910  0.10
H  3.5598  3.3624  -0.2035  0.02
H  -3.4340  1.8667  0.6987  0.10
H  0.9689  0.6679  6.1490  0.09
H  -2.2347  6.3954  -1.4412  0.09



Formula: C40H33OP2PtS5Si
Source: the Open Molecules 2025 dataset
Level of theory: ωB97M-V/def2-TZVPD

Values from the calculation:
Charge: +1
Gap between HOMO and LUMO (spin up / spin down) (eV): 4.6 / 4.6
ΔE to the lowest compared entry with this formula, charge and spin (kJ/mol): 119.7
Lowest unoccupied orbital energy (spin up / spin down) (eV): -4.654 / -4.653
Strongest force on any atom (eV/Å): 3.987
M (g mol⁻¹): 975.15

Last column: Löwdin charge in e.
Cartesian coordinates (Å):
Pt  -0.6009  -0.0611  -1.3564  0.59
S  -2.9924  -0.7691  -5.7705  0.88
S  -2.9542  0.2684  -1.5639  0.61
S  -0.6432  -0.3293  -4.0264  0.63
S  -4.9460  -0.1772  -3.6284  0.87
S  -5.9047  -0.3856  -6.4260  0.53
P  1.7052  -0.0878  -1.1391  0.90
P  -1.0384  -0.0875  1.3110  1.09
Si  -0.5028  2.2392  -0.8934  0.53
O  -1.1542  -2.5166  -1.6510  -0.13
C  -2.2857  -1.4059  1.2931  -0.41
C  1.9545  -3.8362  0.2615  -0.06
C  -2.6269  -3.7851  1.1930  -0.07
C  -0.3300  -0.1789  2.9942  -0.33
C  -1.7511  2.4908  0.5238  -0.32
C  1.3352  0.6556  4.5159  -0.06
C  3.7585  0.6983  -4.5332  -0.06
C  -0.3010  -0.9301  5.2721  -0.06
C  -4.5995  -0.1138  -5.3767  -1.35
C  -0.8698  3.2746  -2.4594  -0.17
C  -0.8656  -0.9649  4.0089  -0.07
C  2.4416  -3.6954  1.5534  -0.06
C  4.8380  -1.1930  -3.5115  -0.06
C  2.0762  -1.4534  -0.0188  -0.38
C  -3.9777  -3.5768  0.9530  -0.06
C  -2.3276  -0.3413  -4.1994  -1.18
C  -2.4652  3.6764  0.6485  -0.08
C  2.2165  1.4713  -0.3748  -0.38
C  1.2674  2.4824  -0.2138  -0.29
C  4.7757  -0.2450  -4.5193  -0.06
C  -3.3529  3.8630  1.6945  -0.05
C  2.9628  3.8398  0.8299  -0.05
C  2.8070  0.7000  -3.5318  -0.10
C  -1.9550  1.4816  1.4679  -0.39
C  1.7629  -2.7174  -0.5226  -0.13
C  -3.6456  -1.1984  1.0816  -0.13
C  0.8013  -0.1298  5.5262  -0.06
C  3.8930  -1.1968  -2.5020  -0.07
C  3.9073  2.8447  0.6244  -0.05
C  3.5365  1.6592  0.0172  -0.08
C  -3.2485  -0.0872  -3.1997  -1.14
C  2.5579  -1.3105  1.2753  -0.09
C  -2.8315  1.6753  2.5300  -0.08
C  -3.5325  2.8644  2.6383  -0.05
C  2.7357  -2.4385  2.0582  -0.06
C  1.6570  3.6643  0.4012  -0.08
C  -4.4827  -2.2869  0.9027  -0.06
C  -1.7770  -2.7057  1.3469  -0.12
C  2.8788  -0.2455  -2.5106  -0.34
C  0.7684  0.6370  3.2561  -0.10
H  1.2425  -0.1155  6.5108  0.11
H  -0.7159  -2.8503  1.5114  0.11
H  -4.2194  3.0106  3.4582  0.11
H  3.2502  4.7588  1.3163  0.11
H  -3.9065  4.7871  1.7754  0.11
H  2.1888  1.2865  4.7155  0.11
H  5.6318  -1.9237  -3.5009  0.11
H  2.5845  -4.5688  2.1703  0.11
H  2.8019  -0.3313  1.6611  0.09
H  -2.9672  0.8944  3.2652  0.11
H  3.7179  1.4367  -5.3190  0.11
H  3.9465  -1.9250  -1.7052  0.10
H  4.9303  2.9939  0.9333  0.11
H  -2.3227  4.4596  -0.0806  0.11
H  4.2611  0.8778  -0.1637  0.12
H  -2.2387  -4.7901  1.2499  0.11
H  -4.0452  -0.1950  1.0477  0.09
H  -1.7281  -1.5897  3.8214  0.11
H  1.1603  1.2616  2.4628  0.10
H  -0.7283  -1.5231  6.0667  0.11
H  -1.1981  -2.8410  -2.5567  0.06
H  1.3778  -2.8034  -1.5312  0.10
H  0.9279  4.4474  0.5488  0.11
H  3.1061  -2.3338  3.0661  0.11
H  1.7292  -4.8157  -0.1321  0.11
H  2.0062  1.4285  -3.5206  0.09
H  -0.6758  4.3264  -2.2802  0.03
H  -1.9799  -2.7395  -1.2082  0.04
H  -4.6382  -4.4172  0.8023  0.11
H  -5.5331  -2.1301  0.7149  0.12
H  -0.2515  2.9618  -3.2955  0.02
H  -1.9096  3.1699  -2.7542  0.03
H  5.5209  -0.2422  -5.2983  0.11